The following is a quantum chemistry calculation of a 2-piece molecular cluster, C2H4Br2O2 overall, from OMol25.

Element x y z (Å)
1 C 0.164 -0.830 -0.442
2 C 0.267 0.560 -0.691
3 O -0.506 -0.668 1.558
4 O 0.946 1.277 0.230
5 Br 1.753 -1.790 -0.070
6 Br -1.580 1.328 -0.920
7 H -0.686 -1.550 -0.613
8 H 0.537 0.768 -1.661
9 H -1.456 -0.349 1.431
10 H 0.562 1.256 1.178

Its energy above the lowest of the compared OMol25 structures with the same formula, charge and spin is 296.35 kJ/mol. The HOMO-LUMO gap (alpha / beta) comes out at 9.4 / 9.4 eV. The LUMO energy (alpha / beta) is -1.039 / -1.039 eV.

Atom charges from the natural (NBO) analysis, given in e for atoms 1 to 5: -0.028, 0.012, -0.874, -0.684, 0.166

The following is a quantum chemistry calculation of one molecule with the formula C4H3N3O, from OMol25.

Element x y z (Å)
1 N -2.968 2.120 0.246
2 C -2.219 1.431 -0.289
3 N -1.478 0.522 -0.950
4 C 0.034 0.043 -0.029
5 C 0.764 -1.166 -0.177
6 C 1.773 -0.919 0.690
7 O 1.589 0.166 1.389
8 N 0.457 0.780 0.898
9 H -1.266 0.716 -1.979
10 H 0.910 -1.988 -0.838
11 H 2.406 -1.703 1.039

Its energy above the lowest of the compared OMol25 structures with the same formula, charge and spin is 362.22 kJ/mol. The HOMO-LUMO gap comes out at 10.5 eV. Its SMILES is N#CNc1ccon1. The LUMO energy is 0.312 eV.

Atom charges from the natural (NBO) analysis, given in e for atoms 1 to 5: -0.351, 0.392, -0.667, 0.379, -0.405

The following is a quantum chemistry calculation of a 2-piece molecular cluster, C13H26BIN3O4 overall, from OMol25.

Element x y z (Å)
1 C 1.460 0.889 4.838
2 C 2.209 0.504 3.467
3 B 1.145 0.842 2.291
4 O 1.375 1.794 1.271
5 C -0.264 0.021 2.387
6 N -0.468 -1.355 2.189
7 C -1.808 -1.558 2.422
8 N -2.413 -0.377 2.722
9 C -1.488 0.695 2.733
10 C -1.673 2.201 3.043
11 C -3.156 2.502 3.488
12 O -3.491 2.466 4.626
13 I -4.556 2.989 1.912
14 H 0.589 0.195 5.000
15 H 2.165 0.721 5.688
16 H 1.070 1.935 4.767
17 H 2.319 -0.623 3.456
18 H 3.180 1.042 3.338
19 H 1.748 2.602 1.678
20 H 0.251 -2.040 1.965
21 H -2.245 -2.576 2.358
22 H -3.405 -0.289 2.949
23 H -0.938 2.503 3.845
24 H -1.411 2.836 2.149
25 C 1.413 -2.339 -0.958
26 O 0.204 -1.613 -1.118
27 C 0.372 -0.200 -0.981
28 C 0.120 0.497 -2.311
29 N 1.192 0.216 -3.261
30 C 0.900 0.652 -4.628
31 C -0.260 -0.034 -5.357
32 O -0.029 -1.406 -5.643
33 C -0.378 -2.299 -4.600
34 H 1.171 -3.402 -0.956
35 H 2.100 -2.143 -1.785
36 H 1.897 -2.091 -0.005
37 H 1.353 0.060 -0.572
38 H -0.383 0.140 -0.265
39 H 0.061 1.577 -2.146
40 H -0.849 0.152 -2.691
41 H 1.364 -0.783 -3.277
42 H 1.809 0.479 -5.211
43 H 0.731 1.734 -4.626
44 H -0.363 0.455 -6.329
45 H -1.221 0.104 -4.848
46 H -1.223 -1.937 -4.008
47 H 0.484 -2.489 -3.955
48 H -0.659 -3.251 -5.053

The HOMO-LUMO gap comes out at 7.4 eV. The charge is +1. The LUMO energy is -3.275 eV.

Atom charges from the natural (NBO) analysis, given in e for atoms 1 to 5: -0.600, -0.787, 1.036, -0.887, -0.160

The following is a quantum chemistry calculation of C19H23BCoF3N8O2S as an isolated structure, from OMol25.

Element x y z (Å)
1 Co -0.458 0.354 0.196
2 C -1.347 -0.052 4.574
3 C -1.445 -0.556 3.266
4 N -0.633 0.098 2.449
5 N -0.008 1.028 3.193
6 C -0.418 0.963 4.473
7 B 0.927 2.048 2.502
8 N 0.070 2.951 1.595
9 C -0.344 4.219 1.769
10 C -1.243 4.518 0.766
11 C -1.328 3.337 0.010
12 N -0.532 2.414 0.517
13 N 1.940 1.270 1.630
14 C 3.274 1.182 1.766
15 C 3.750 0.296 0.820
16 C 2.603 -0.126 0.132
17 N 1.529 0.466 0.630
18 H -1.879 -0.373 5.454
19 H -2.075 -1.342 2.880
20 H -0.026 1.646 5.210
21 H 1.510 2.706 3.327
22 H 0.031 4.810 2.590
23 H -1.761 5.448 0.604
24 H -1.925 3.100 -0.856
25 H 3.783 1.757 2.524
26 H 4.772 0.005 0.646
27 H 2.496 -0.804 -0.701
28 F 0.332 0.540 -6.736
29 C -0.214 -0.117 -5.666
30 F 0.212 -1.386 -5.790
31 F -1.535 -0.112 -5.898
32 C 0.186 0.537 -4.372
33 C 1.002 1.642 -4.440
34 C 1.411 2.270 -3.270
35 C 0.956 1.736 -2.085
36 N 0.158 0.674 -1.974
37 C -0.263 0.018 -3.107
38 S -1.236 -1.365 -3.006
39 H 1.325 2.014 -5.402
40 H 2.054 3.140 -3.276
41 H 1.244 2.198 -1.147
42 C -3.076 -0.728 -0.061
43 O -2.307 0.418 0.014
44 H -3.969 -0.555 -0.680
45 H -3.448 -1.057 0.933
46 H -2.557 -1.581 -0.521
47 C 0.046 -5.077 1.358
48 N -0.160 -3.986 0.437
49 C -0.351 -4.299 -0.969
50 C -0.071 -2.706 0.841
51 O -0.151 -1.753 0.093
52 H -0.769 -5.800 1.275
53 H 0.071 -4.699 2.379
54 H 0.986 -5.598 1.154
55 H -1.243 -4.918 -1.093
56 H 0.513 -4.848 -1.355
57 H -0.479 -3.372 -1.530
58 H 0.072 -2.589 1.927

Its energy above the lowest of the compared OMol25 structures with the same formula, charge and spin is 30.56 kJ/mol. The HOMO-LUMO gap (alpha / beta) comes out at 6.3 / 6.3 eV. The spin multiplicity is 2. The charge is -1. Its expectation value of S² is 0.85. The LUMO energy (alpha / beta) is 2.588 / 2.588 eV.

Atom charges from the natural (NBO) analysis, given in e for atoms 1 to 5: 1.224, -0.363, -0.048, -0.307, -0.319

The following is a quantum chemistry calculation of a 2-piece molecular cluster, C12H17N overall, from OMol25.

Element x y z (Å)
1 C 0.030 3.297 -2.018
2 C 0.723 2.174 -1.309
3 C 1.917 2.290 -0.641
4 N 2.299 1.080 -0.100
5 C 1.312 0.163 -0.393
6 C 1.355 -1.221 -0.189
7 C 0.386 -1.982 -0.813
8 C -0.604 -1.376 -1.604
9 C -0.696 0.004 -1.711
10 C 0.370 0.795 -1.219
11 H 0.352 4.255 -1.615
12 H -1.034 3.104 -2.113
13 H 0.406 3.388 -3.048
14 H 2.563 3.149 -0.651
15 H 2.988 0.887 0.578
16 H 2.007 -1.662 0.555
17 H 0.479 -3.055 -0.935
18 H -1.425 -1.953 -2.009
19 H -1.435 0.446 -2.368
20 C -0.598 -1.339 2.858
21 C -2.004 -1.400 2.227
22 C -3.143 -1.968 3.109
23 H -0.399 -0.308 3.130
24 H -0.467 -2.041 3.674
25 H 0.093 -1.606 2.060
26 H -2.072 -1.998 1.319
27 H -2.262 -0.382 1.924
28 H -2.798 -2.846 3.661
29 H -3.984 -2.275 2.491
30 H -3.480 -1.259 3.867

Its energy above the lowest of the compared OMol25 structures with the same formula, charge and spin is 75.83 kJ/mol. The HOMO-LUMO gap comes out at 8.7 eV. Its SMILES is Cc1c[nH]c2ccccc12.CCC. The LUMO energy is 0.918 eV.

Atom charges from the natural (NBO) analysis, given in e for atoms 1 to 5: -0.633, -0.081, -0.032, -0.525, 0.135

The following is a quantum chemistry calculation of C23H52AsCl2HgNOSi5 as an isolated structure, from OMol25.

Element x y z (Å)
1 Hg 1.545 -0.721 0.622
2 C 0.346 3.571 0.905
3 Si -0.866 2.404 1.710
4 C -2.500 3.306 1.987
5 C -0.143 2.033 3.431
6 C -0.451 3.084 4.312
7 C 0.040 3.162 5.605
8 C 0.878 2.160 6.062
9 C 1.200 1.114 5.213
10 C 0.719 1.012 3.898
11 Si 1.301 -0.615 3.066
12 C 2.981 -1.034 3.821
13 C 0.109 -1.914 3.767
14 H 0.393 4.505 1.473
15 H 0.073 3.804 -0.126
16 H 1.348 3.134 0.901
17 H -2.327 4.328 2.333
18 H -3.117 2.798 2.732
19 H -3.075 3.383 1.063
20 H -1.103 3.884 3.982
21 H -0.230 3.996 6.242
22 H 1.283 2.189 7.067
23 H 1.861 0.344 5.591
24 H 2.911 -1.432 4.838
25 H 3.636 -0.158 3.835
26 H 3.466 -1.777 3.183
27 H 0.159 -1.874 4.860
28 H 0.391 -2.921 3.453
29 H -0.927 -1.743 3.477
30 Cl 4.148 -1.461 0.364
31 C 3.313 -4.599 0.863
32 Cl 1.750 -4.213 1.403
33 H 4.126 -4.214 1.453
34 H 3.412 -4.828 -0.185
35 C -4.136 -0.196 -2.033
36 Si -2.548 0.818 -1.808
37 C -1.856 0.717 -3.558
38 C -2.937 2.690 -1.788
39 As 0.473 -0.490 -1.687
40 Si 2.023 0.730 -2.968
41 C 1.553 0.898 -4.796
42 C 2.001 2.468 -2.251
43 C 3.785 0.084 -2.929
44 Si 0.735 -2.620 -2.647
45 C 2.508 -3.235 -2.600
46 C -0.360 -3.860 -1.746
47 C 0.160 -2.701 -4.444
48 H -4.854 0.388 -2.621
49 H -4.607 -0.502 -1.100
50 H -3.911 -1.093 -2.620
51 H -2.690 1.063 -4.184
52 H -1.549 -0.276 -3.882
53 H -1.016 1.399 -3.700
54 H -3.997 2.857 -1.559
55 H -2.728 3.165 -2.748
56 H -2.361 3.219 -1.023
57 H 0.916 1.768 -4.976
58 H 1.037 0.027 -5.198
59 H 2.477 1.037 -5.367
60 H 0.990 2.884 -2.264
61 H 2.651 3.128 -2.834
62 H 2.354 2.472 -1.218
63 H 3.932 -0.682 -3.694
64 H 4.063 -0.335 -1.960
65 H 4.463 0.914 -3.162
66 H 3.008 -2.951 -1.670
67 H 3.084 -2.802 -3.422
68 H 2.536 -4.325 -2.713
69 H -0.146 -3.922 -0.680
70 H -0.187 -4.851 -2.181
71 H -1.420 -3.625 -1.876
72 H 0.702 -2.025 -5.105
73 H -0.909 -2.494 -4.541
74 H 0.331 -3.722 -4.803
75 C -3.144 -0.376 2.145
76 N -2.848 -0.541 0.736
77 C -2.114 -1.753 0.439
78 C -2.364 0.665 0.132
79 O -1.123 1.113 0.716
80 H -3.577 -1.299 2.537
81 H -3.877 0.425 2.273
82 H -2.264 -0.131 2.754
83 H -2.700 -2.620 0.755
84 H -1.131 -1.807 0.927
85 H -1.954 -1.820 -0.637
86 H -3.125 1.420 0.376

The HOMO-LUMO gap (alpha / beta) comes out at 7.2 / 7.2 eV. The spin multiplicity is 2. The charge is -1. Its expectation value of S² is 0.75. The LUMO energy (alpha / beta) is 2.589 / 2.575 eV.

Atom charges from the Löwdin analysis, given in e for atoms 1 to 5: 0.517, -0.143, 0.437, -0.154, -0.220